Record 1
C22H28As2BrCaClF6N4O9S2 | ωB97M-V/def2-TZVPD

Values from the calculation:
HOMO ... -0.3191 hartree
LUMO level ... 0.4 eV
F_max ... 0.014 Eh/bohr
Energy relative to the best compared isomer or geometry (same formula, charge and spin) ... 0.00 kcal per mole

CARTESIAN COORDINATES (ANGSTROEM)
Ca -0.708 -1.159 0.488
C 2.843 -4.395 -0.512
As 2.065 -2.899 0.471
C 2.384 -3.558 2.279
C 3.512 -1.599 0.270
C 4.710 -1.701 0.967
C 5.704 -0.745 0.817
C 5.504 0.325 -0.039
C 4.314 0.434 -0.748
C 3.311 -0.519 -0.606
As 1.592 -0.378 -1.544
C 1.915 -1.585 -3.051
C 1.853 1.308 -2.498
H 3.817 -4.643 -0.093
H 2.959 -4.148 -1.566
H 2.172 -5.249 -0.428
H 3.376 -3.996 2.378
H 1.631 -4.322 2.474
H 2.261 -2.752 3.002
H 4.874 -2.531 1.645
H 6.629 -0.833 1.372
H 6.272 1.078 -0.158
H 4.181 1.279 -1.410
H 2.966 -1.570 -3.334
H 1.296 -1.231 -3.874
H 1.616 -2.601 -2.796
H 2.780 1.311 -3.071
H 1.858 2.150 -1.804
H 1.015 1.411 -3.187
F 0.192 0.493 5.359
C -0.822 -0.107 4.743
F -1.946 0.144 5.401
F -0.608 -1.416 4.717
S -0.941 0.565 3.032
O 0.252 0.075 2.357
O -1.145 1.970 3.169
N -2.120 -0.306 2.453
S -3.354 0.049 1.534
O -3.804 1.404 1.525
O -3.102 -0.629 0.273
C -4.688 -0.925 2.348
F -4.901 -0.448 3.570
F -5.796 -0.787 1.623
F -4.362 -2.203 2.422
O -2.752 -4.542 -0.151
Cl -1.432 -4.059 0.018
O -0.460 -5.100 -0.024
O -1.121 -3.060 -1.019
O -1.321 -3.344 1.297
N -0.934 1.242 -0.048
C -1.201 2.359 -0.163
N -1.535 3.623 -0.326
C -2.151 4.305 0.833
C -1.065 4.957 1.670
O -0.270 5.825 0.874
C 0.395 5.116 -0.150
C -0.610 4.475 -1.093
H -2.718 3.575 1.406
H -2.829 5.061 0.435
H -0.438 4.186 2.132
H -1.509 5.564 2.457
H 1.042 4.342 0.287
H 1.018 5.831 -0.686
H -0.121 3.872 -1.858
H -1.209 5.245 -1.581
Br -3.840 -3.257 -3.316
C -3.100 -1.530 -3.211
C -3.889 -0.444 -2.880
C -3.290 0.804 -2.838
C -1.937 0.900 -3.115
N -1.170 -0.148 -3.412
C -1.749 -1.345 -3.465
H -4.938 -0.575 -2.656
H -3.861 1.686 -2.581
H -1.440 1.864 -3.092
H -1.121 -2.192 -3.714

---

Record 2
C22H28AsAuClIN6O | ωB97M-V/def2-TZVPD

Values from the calculation:
HOMO ... -0.4491 hartree
LUMO level ... -7.2 eV
F_max ... 0.015 Eh/bohr
Energy relative to the best compared isomer or geometry (same formula, charge and spin) ... 0.00 kcal per mole
Total charge ... +2

CARTESIAN COORDINATES (ANGSTROEM)
Au -0.067 0.107 0.169
Cl -2.057 6.836 -0.257
C -1.325 5.315 -0.621
C -0.334 5.237 -1.562
C 0.289 4.020 -1.868
I 1.816 3.931 -3.277
C -0.080 2.818 -1.271
O 0.434 1.675 -1.539
C -1.090 2.925 -0.257
N -1.419 1.785 0.412
C -2.362 1.786 1.341
C -3.075 2.943 1.657
C -2.752 4.119 1.031
C -1.731 4.152 0.057
H -0.035 6.139 -2.080
H -2.550 0.858 1.861
H -3.853 2.905 2.406
H -3.274 5.033 1.279
C 3.595 2.988 0.197
N 3.808 1.574 -0.127
C 5.148 1.270 -0.632
C 2.843 0.702 0.136
N 1.714 1.029 0.704
N 3.070 -0.632 -0.186
C 2.291 -1.703 0.162
N 2.897 -2.894 0.152
N 1.032 -1.575 0.466
H 4.300 3.582 -0.377
H 3.757 3.180 1.260
H 2.596 3.310 -0.098
H 5.351 1.920 -1.480
H 5.269 0.251 -0.989
H 5.895 1.453 0.141
H 1.632 2.004 0.947
H 3.972 -0.851 -0.571
H 3.887 -2.993 0.005
H 2.385 -3.725 0.399
H 0.550 -2.411 0.781
C -3.724 -1.095 0.307
As -2.021 -1.073 -0.608
C -2.452 -0.397 -2.355
C -1.594 -2.920 -1.001
C -1.264 -3.821 0.168
C -1.371 -3.417 1.497
C -1.046 -4.283 2.536
C -0.613 -5.568 2.254
C -0.502 -5.983 0.931
C -0.823 -5.117 -0.103
H -4.163 -2.070 0.105
H -4.347 -0.307 -0.109
H -3.637 -0.963 1.381
H -3.265 -0.995 -2.764
H -1.580 -0.457 -3.002
H -2.762 0.644 -2.280
H -0.761 -2.886 -1.706
H -2.458 -3.299 -1.553
H -1.721 -2.418 1.739
H -1.140 -3.954 3.563
H -0.373 -6.249 3.059
H -0.165 -6.986 0.703
H -0.746 -5.451 -1.132